The following is a quantum chemistry calculation of a molecular structure, C23H44GeN7O5PtSe, from the OMol25 dataset.

The geometry in ORCA input format:
```
! RIJCOSX wB97M-V def2-TZVPD def2/J DEFGRID3
* xyz 4 2
Pt 0.35 0.42 0.47
C -0.25 -2.80 -1.01
C 1.04 -2.52 -0.29
C 2.17 -2.13 -1.22
C 1.44 -3.73 0.55
O 0.84 -1.45 0.74
Ge 1.40 -1.72 2.86
O 2.85 -0.79 2.54
C 4.09 -0.95 3.34
C 3.75 -1.59 4.68
C 4.67 0.44 3.53
C 5.02 -1.84 2.53
O 0.13 0.17 2.34
C -0.15 1.20 3.39
C -1.49 1.85 3.09
C -0.23 0.36 4.66
C 1.01 2.18 3.47
H -0.14 -3.69 -1.63
H -0.53 -1.98 -1.67
H -1.05 -3.00 -0.29
H 2.32 -2.92 -1.96
H 3.11 -2.03 -0.67
H 1.97 -1.21 -1.77
H 1.64 -4.56 -0.12
H 0.65 -4.04 1.23
H 2.37 -3.54 1.10
H 3.01 -0.99 5.23
H 4.64 -1.66 5.30
H 3.38 -2.61 4.56
H 4.00 1.07 4.12
H 4.85 0.92 2.56
H 5.62 0.38 4.05
H 4.58 -2.83 2.37
H 5.97 -1.98 3.05
H 5.24 -1.40 1.56
H -2.28 1.10 3.08
H -1.47 2.39 2.14
H -1.73 2.57 3.87
H -0.96 -0.44 4.58
H -0.54 1.01 5.49
H 0.75 -0.05 4.94
H 1.07 2.80 2.58
H 1.95 1.65 3.61
H 0.85 2.84 4.32
N -2.60 0.15 -0.42
C -2.64 0.54 -1.72
C -3.14 -0.44 -2.76
C -4.67 -0.29 -2.96
C -5.12 0.80 -3.95
N -5.04 0.40 -5.36
C -6.07 -0.08 -6.08
N -5.97 -0.15 -7.40
N -7.17 -0.52 -5.48
C -0.74 0.93 -2.35
O -0.86 1.52 -3.35
O 0.16 0.49 -1.60
H -2.72 -0.82 -0.19
H -2.83 0.81 0.31
H -2.92 1.58 -1.84
H -2.94 -1.45 -2.41
H -2.62 -0.31 -3.70
H -5.16 -0.11 -2.00
H -5.05 -1.26 -3.30
H -4.52 1.70 -3.84
H -6.14 1.10 -3.73
H -4.25 0.72 -5.89
H -5.22 0.31 -7.90
H -6.68 -0.59 -7.96
H -7.26 -0.58 -4.48
H -7.98 -0.80 -6.02
Se 0.19 4.50 0.11
N 1.89 4.78 -0.17
C 2.55 3.62 -0.17
C 3.94 3.33 -0.31
C 4.32 2.01 -0.20
C 3.40 0.96 0.03
N 2.11 1.24 0.10
C 1.69 2.52 0.02
N 0.40 2.70 0.20
H 4.66 4.12 -0.47
H 5.37 1.74 -0.28
H 3.70 -0.07 0.17
*
```

Energy relative to the best compared isomer or geometry (same formula, charge and spin): 743.5 kJ/mol